Record 1
80
Properties=species:S:1:pos:R:3:forces:R:3 method="wB97M-V/def2-TZVPD" homo_ev=-7.801 total_charge=0 orbital_gap_ev=7.8 smiles="CCOC(=O)[C@](C)(/N=C/c1ccccc1)[C@H](/C=C/N1[C@H](Cc2ccccc2)C(=O)N(C)C1(C)C)c1ccc(C#N)cc1" multiplicity=1 e_tot_ev=-49011.6872 max_force_ev_per_a=4.631
H -3.168109 10.332127 -0.150104 0.319 -0.129 0.157
H -1.670619 11.564768 1.431809 0.053 -0.337 -0.044
C -4.338560 0.214792 4.048216 -0.005 -0.491 -0.110
C 3.120744 -1.154682 3.764406 -0.316 -0.026 -0.051
C -2.043639 0.504550 3.222152 -1.115 -0.855 -0.360
N 1.639226 6.462883 -2.893610 -0.433 0.743 0.184
C -0.335885 9.880947 1.709723 -0.105 -0.247 -0.210
C 1.139662 7.285693 -1.904448 0.687 -1.881 -0.115
C 1.808492 1.683415 0.622148 2.566 0.476 -3.512
N 1.389403 5.105190 -1.124858 0.044 0.572 0.140
H -3.384894 2.114780 3.810011 0.154 -0.149 -0.015
O 3.185618 1.382299 3.534267 -0.385 -1.607 -0.920
C 2.807312 -2.610078 3.736846 -0.056 -0.519 0.203
H 1.393953 -3.052943 0.465304 0.014 -0.058 -0.004
H 3.550636 -1.240871 -2.756840 -0.008 -0.097 -0.157
H 1.628157 2.457718 -1.551746 -0.170 -0.106 1.357
H 1.839788 -2.818462 4.189896 -0.094 0.024 -0.018
H -0.412116 4.827681 -3.173073 0.223 -0.210 -0.041
C 1.458499 -0.897723 0.459367 -0.225 -1.188 -0.848
C 2.590252 0.098304 -1.392057 0.329 0.120 0.290
C 1.459967 4.085491 -0.216068 -0.097 -1.887 -0.070
C -0.446455 6.518789 -0.112706 -0.506 0.013 0.026
H 1.209223 2.442282 3.991662 -0.016 1.040 -1.157
C 0.980024 6.427155 -0.655532 0.555 -0.040 -0.070
C 0.535870 4.281885 -3.285821 -0.095 0.220 -0.179
H -5.282560 0.631771 4.420950 0.523 -0.011 -0.210
C 3.020246 4.443948 -2.962393 0.041 0.244 0.151
H 1.624261 8.061312 -4.199701 0.020 -0.175 0.070
C 1.568954 2.746325 -0.478029 -0.639 1.458 0.340
C -3.032074 -1.721054 3.429862 -0.082 0.127 0.054
N -0.010730 1.089178 1.971067 -1.253 -1.646 1.760
H 4.107380 -0.936015 3.339454 -0.284 0.074 0.072
C -3.258789 1.037086 3.714618 0.147 -0.138 -0.083
C 1.938905 0.264208 -0.143763 0.298 0.747 0.932
H -5.105823 -1.831997 4.078898 0.469 0.369 -0.027
H 0.294569 10.391398 2.440655 -0.190 -0.116 -0.254
C -1.448585 10.531182 1.159310 0.037 -0.319 -0.035
C 2.590380 -2.326936 -1.160001 -0.164 0.967 0.179
H 1.386181 4.412418 0.830956 0.091 -0.006 -0.510
H 1.041855 6.542176 -4.916928 0.087 0.081 0.105
H 2.780479 6.778401 -4.633973 -0.118 0.034 0.075
C 1.295658 1.686909 1.974187 -2.583 -0.125 3.841
C -0.816795 7.910373 0.376159 -0.134 0.003 0.101
H -0.970526 2.351719 3.301732 0.242 -0.119 0.167
C -2.280393 9.846724 0.263612 0.182 -0.138 0.144
H 0.854713 8.060646 1.727468 -0.257 0.282 -0.059
H 3.556303 -3.129548 4.321377 0.182 -0.235 0.126
C 2.993919 -3.622483 -1.576584 0.700 -2.360 -0.643
H 0.780776 4.182426 -4.350629 -0.223 -0.037 0.181
H -2.607317 7.988734 -0.813233 0.171 0.263 0.184
H 0.743879 -0.830143 1.270435 0.443 -0.011 -0.230
C 1.784101 -2.180979 -0.041123 -0.423 1.069 0.488
C -4.245548 -1.178647 3.878698 0.475 0.352 -0.145
H 2.844426 0.971622 -2.017999 0.105 -0.604 0.565
H -2.949197 -2.804505 3.296080 0.055 0.424 0.088
H 0.426531 3.285288 -2.850278 -0.070 0.175 -0.178
C 2.961014 -1.174088 -1.857055 -0.344 0.835 0.257
C 2.315351 0.797968 2.908302 -0.141 1.035 -0.495
H 3.055958 -0.723931 4.767289 0.182 -0.146 -0.114
C -0.021646 8.571821 1.318509 -0.291 0.314 -0.110
H -1.002801 -1.330964 2.796076 -0.119 0.075 -0.010
H 2.397057 3.373863 3.050090 -0.675 -0.298 -0.331
H 1.696799 6.759039 0.115948 -0.234 0.124 -0.220
C 1.780958 6.981721 -4.234037 0.081 -0.250 -0.335
C -1.973468 8.534771 -0.109069 0.349 0.185 0.076
C -0.933119 1.371571 2.803455 0.387 1.083 -0.003
O 2.090252 -0.505471 2.957861 0.971 0.613 0.771
H -0.579393 5.792667 0.705380 0.098 0.105 -0.247
H 2.820601 -3.023559 2.730442 0.022 0.089 -0.078
H 3.195770 3.484199 -2.469564 -0.002 0.188 -0.096
H 3.821454 5.145022 -2.694843 -0.146 -0.256 0.014
C 1.659501 5.044445 -2.571801 -0.232 -0.203 0.242
H 0.649945 3.728294 2.834594 0.149 -0.449 -0.225
C -1.940024 -0.894338 3.129943 -0.436 0.033 -0.059
O 0.889095 8.445927 -2.023804 -0.267 1.293 -0.069
C 1.390046 2.922059 2.979293 -0.429 0.439 0.127
H 2.705467 2.068543 1.111322 2.177 -0.636 -1.818
H 3.033602 4.288913 -4.050205 0.086 0.026 0.305
H -1.142515 6.235870 -0.919951 0.176 -0.034 0.280
N 3.315997 -4.705492 -1.864564 -0.522 1.829 0.415

---

Record 2
90
Properties=species:S:1:pos:R:3:forces:R:3 method="wB97M-V/def2-TZVPD" homo_ev="-3.031 / -3.598" total_charge=-2 orbital_gap_ev="6.3 / 6.4" relative_energy_kj_mol=0.0 multiplicity=2 e_tot_ev=-281299.2083 max_force_ev_per_a=0.143
H 0.563415 -5.391697 0.547418 -0.001 0.002 -0.002
F 8.708970 4.589275 -3.600278 0.011 -0.016 0.024
Si 0.275295 3.146772 3.352336 0.005 -0.006 -0.005
C 0.145298 -0.137447 0.119981 0.040 0.011 -0.092
C -2.383002 0.834008 1.539876 0.010 0.011 0.009
H 1.603799 -5.992210 -3.556819 0.001 0.000 0.000
C 4.442428 1.493571 2.361174 0.013 -0.006 0.000
C -1.516244 -4.323216 1.649122 0.006 0.002 -0.002
F 7.739047 4.204965 -6.068814 0.024 0.010 -0.028
H -2.836519 -0.964522 -4.732465 -0.009 -0.002 0.004
H 1.314890 -6.868220 -1.255805 0.000 0.000 0.000
H -5.052777 -2.977214 1.693297 0.004 -0.003 0.002
H -3.107181 -1.592663 2.400817 0.001 -0.011 0.002
C -2.711615 -1.696132 -1.984262 -0.008 0.008 -0.002
C 1.091318 -5.830698 -1.474455 0.002 -0.001 -0.003
O -2.043184 1.768518 0.729789 -0.013 -0.015 0.001
H -2.397172 -1.843112 -0.952548 0.003 0.003 -0.004
C 1.357600 4.607796 3.870725 -0.001 -0.003 0.006
H -4.315250 1.504640 -0.258580 -0.005 0.000 -0.001
C -2.978306 3.132726 -2.805914 -0.005 0.000 -0.005
F 8.157681 2.098844 -4.463659 0.041 0.025 0.012
H -1.417651 4.494080 2.131698 0.000 -0.004 -0.003
H -2.461619 -4.228419 4.903022 -0.001 0.000 0.000
N 0.905889 2.422054 1.913004 0.016 0.008 -0.015
H 0.032309 -1.513175 2.721846 0.000 0.001 0.002
H 0.927682 5.093406 4.752161 -0.001 -0.001 0.001
H 5.219533 1.407888 3.112788 0.000 0.000 -0.001
C -4.494895 0.531084 0.174462 0.005 -0.003 0.000
H 1.149925 1.537191 5.062217 -0.001 0.000 -0.002
H -2.789440 -5.563154 2.839155 0.000 0.000 0.001
H 2.972701 2.184178 3.756060 -0.003 0.003 0.001
C 0.370596 -3.645753 -0.699523 0.011 -0.005 -0.004
H -0.243137 2.437785 5.676233 0.003 0.000 0.000
H -1.692226 -4.895724 0.747409 0.003 0.001 0.001
C -0.547341 -2.426267 2.763234 0.001 0.006 0.007
C -5.598710 -0.226273 -0.171926 0.001 -0.003 0.002
C -1.168658 -2.804327 3.940644 -0.007 0.012 -0.007
H -6.678802 -2.065714 0.050385 -0.001 0.001 0.000
H 4.233709 1.713265 -1.918035 0.010 0.039 0.059
F 10.292754 4.974058 -5.722342 -0.044 -0.030 -0.014
C 3.194022 1.938125 2.727874 -0.009 0.008 -0.005
C -2.741256 0.041061 -4.317371 -0.046 0.024 0.027
O -1.842973 0.541558 2.601786 -0.003 0.001 0.000
C 0.086125 -1.360587 0.184351 -0.039 0.007 0.031
C 1.260821 -5.340376 -2.763133 -0.001 0.001 0.005
C 0.173786 1.946448 4.791651 -0.007 0.008 0.001
H -2.166256 3.098881 2.912427 -0.003 0.003 -0.001
H -1.939447 2.901887 -3.021518 0.003 0.000 -0.001
C -2.145152 -4.691675 2.827192 -0.006 0.003 0.011
C 0.572445 -3.161151 -2.002945 0.004 0.002 -0.011
F 10.713469 2.874063 -4.127378 -0.028 -0.004 0.030
C 4.714949 1.137806 1.042291 0.009 0.007 0.003
C -3.814083 -1.227334 1.667993 0.006 -0.001 -0.002
H 1.394295 5.347002 3.066260 -0.003 0.000 -0.001
H -3.090322 4.209039 -2.687060 -0.004 -0.001 -0.001
H 1.145367 -3.594816 -4.011553 0.000 -0.001 -0.001
H -0.483023 1.124393 4.503157 0.000 -0.001 0.001
H 4.631050 0.071438 -1.419045 0.009 0.007 -0.009
N 2.482822 1.685446 0.463082 0.006 -0.014 -0.002
H -1.046907 -2.189397 4.823503 0.000 0.002 -0.001
H 2.385197 4.331152 4.109361 0.004 0.002 -0.001
Se -1.763909 -0.131073 -2.634241 0.078 -0.028 -0.034
H -2.450752 -2.572181 -2.576253 -0.006 0.001 -0.002
C 3.890208 0.863938 -1.324380 -0.140 0.002 -0.025
C 1.003659 -3.997432 -3.016031 -0.004 -0.003 0.001
C -3.599871 0.027884 1.112492 -0.001 0.005 0.002
H 0.379121 -2.115061 -2.207747 0.000 -0.002 0.006
C 2.190625 2.034245 1.736262 0.008 -0.008 -0.007
Br -6.863184 0.480782 -1.411877 0.001 0.003 -0.001
H -3.785922 -1.519175 -2.002709 -0.003 -0.002 0.001
H 2.942993 0.525523 -1.744841 0.018 -0.036 -0.002
H -2.104437 0.615586 -4.989776 0.002 -0.005 -0.003
H -4.590150 0.396520 -3.236178 0.001 -0.003 -0.002
H 5.689984 0.780724 0.741556 -0.001 0.001 -0.004
C -1.414742 3.875940 3.032569 -0.003 -0.006 0.002
Sn 0.048552 2.063222 -0.084237 -0.057 0.015 0.061
C -4.110203 0.691577 -4.168459 0.004 0.000 0.003
C -4.905347 -1.988531 1.276139 0.003 -0.007 0.004
F 9.744490 2.497067 -6.587848 -0.007 0.009 -0.024
H -1.692589 4.510915 3.879635 0.001 0.003 -0.002
C -0.693147 -3.189241 1.596540 -0.008 -0.015 -0.004
C -1.967270 -3.940850 3.983171 -0.005 0.001 -0.006
C -5.815808 -1.489066 0.354722 -0.003 -0.001 0.000
H -3.273211 2.629031 -1.890053 0.005 -0.004 0.005
C 0.655140 -4.999487 -0.456550 -0.004 -0.001 0.005
C 3.691219 1.245264 0.114395 0.038 -0.025 0.034
Se -4.143496 2.639794 -4.285803 0.011 -0.004 -0.004
C -0.065344 -2.737329 0.350764 0.007 0.001 0.016
H -4.771249 0.390298 -4.985169 -0.004 0.005 0.000
Sb 9.218569 3.537993 -5.090438 0.064 0.018 -0.035

---

Record 3
93
Properties=species:S:1:pos:R:3:forces:R:3 method="wB97M-V/def2-TZVPD" homo_ev=-5.427 total_charge=-1 orbital_gap_ev=7.4 multiplicity=1 e_tot_ev=-180571.9374 max_force_ev_per_a=3.166
H -2.133482 2.693851 1.302828 0.002 0.044 -0.052
F -1.666199 -2.118046 0.447725 -0.223 0.003 0.116
S 3.296654 1.775149 2.440068 0.633 0.513 0.763
C 0.145700 -8.141094 -1.346074 -0.061 0.056 0.209
C -5.850908 1.659033 1.220159 -0.216 -0.064 0.028
H -3.878227 4.362345 0.702378 -0.023 0.003 0.002
F -6.413143 3.858966 0.606592 -0.023 0.019 -0.006
H 3.102017 3.685266 3.775417 0.380 -0.131 0.228
H 3.809671 0.659770 -5.666291 0.016 -0.352 -0.507
C -5.466620 2.951509 0.925467 0.156 -0.156 0.046
H -3.655225 -2.467023 -3.633094 0.002 -0.012 -0.015
C -4.168786 -0.874001 -2.292000 0.028 -0.041 0.096
H -6.898906 1.391108 1.193884 -0.002 0.025 -0.022
H -5.157912 -0.292812 1.769763 -0.026 -0.005 0.001
F -0.446347 3.949064 2.402147 0.024 0.024 -0.092
C -0.595599 -8.993098 0.751541 -0.005 0.117 0.000
C -0.186856 -9.221549 -0.554180 0.012 -0.207 -0.071
H 1.240067 -0.828174 1.705248 -0.203 -0.196 0.196
H -3.726026 -1.352362 -1.427938 0.025 0.007 -0.001
C 4.144245 2.686922 -4.931889 3.096 -0.576 0.321
H -4.804955 0.856412 -1.197411 0.018 0.040 -0.003
H -0.124899 -10.223403 -0.958257 0.027 0.016 -0.022
H -0.996875 -7.520291 2.257726 0.009 0.002 0.007
H -1.628672 2.409552 6.446227 -0.002 -0.028 -0.015
H 4.328276 3.355419 -4.101966 -1.750 0.568 0.095
C 0.078429 -6.844288 -0.878524 0.037 0.174 -0.159
H 2.480864 2.192737 -1.798900 -0.125 -0.512 0.276
H 1.324933 -2.014990 -0.766827 0.135 -0.414 0.123
C 1.112762 -0.456425 0.696135 -0.152 0.132 -0.185
C -5.291221 0.345960 -4.487510 0.090 -0.097 0.177
F 0.548156 -8.362346 -2.614739 -0.003 -0.016 -0.022
H 1.834106 3.626084 2.576550 -0.137 0.074 -0.040
C -0.873770 4.147091 3.668641 -0.130 -0.012 0.353
H 3.436347 4.131463 2.058710 0.245 0.026 -0.046
H -0.961258 6.266351 3.429824 0.000 -0.023 -0.022
C -4.874884 0.726521 1.544030 0.051 0.097 0.024
H -2.090607 4.698182 7.259410 -0.001 -0.003 0.005
H 1.138887 2.180294 1.203689 -0.208 -0.152 0.019
P 3.587541 1.268264 -1.873423 -1.238 1.190 -1.254
C 5.073326 -1.005556 -2.957313 2.113 0.585 -1.715
O 2.388852 1.011227 3.268493 -0.821 -0.223 -0.147
H -0.404004 -5.618416 0.802584 0.039 0.070 0.034
F -0.318916 -3.698604 -0.206286 -0.393 0.234 -0.089
P 3.702927 -1.098448 1.191649 0.792 -1.235 -1.220
H -0.853394 2.058179 4.112289 0.052 0.017 -0.006
H 4.919832 -0.400394 1.186535 -0.212 0.277 0.349
H 2.117200 1.454988 -3.827408 -0.537 -0.109 0.459
C -4.130585 -1.501109 -3.529377 -0.044 0.083 0.063
C -1.054284 3.052933 4.489104 0.052 -0.251 -0.121
H 3.268033 -1.175962 2.519061 -0.049 0.595 -0.014
C -1.747272 4.542209 6.245509 -0.021 0.020 0.057
O 5.839862 -1.013407 -3.900671 -1.441 -0.279 1.576
C -1.118088 5.433455 4.102526 0.041 0.201 -0.201
C -5.336166 0.989195 -3.267597 -0.104 0.181 0.017
H -0.851904 -9.830084 1.387655 -0.007 -0.021 -0.013
C 2.977411 0.834162 -3.607934 0.541 -0.029 -1.007
O 5.153435 1.672547 -4.457344 1.183 -0.379 -0.726
C -3.539274 1.099414 1.574598 0.092 -0.080 0.031
C 5.109446 0.094873 -1.923050 -0.485 -0.431 0.275
C -1.562901 5.628277 5.401480 0.004 -0.129 0.037
O 2.607036 -0.040519 -1.155719 0.236 0.056 0.315
H -5.805185 1.961259 -3.189154 -0.005 -0.004 -0.023
C -0.340741 -6.622680 0.424257 -0.031 -0.362 0.102
H -0.074315 -1.039097 -1.009643 -0.058 0.124 -0.163
H 0.410863 0.371682 0.770266 0.010 0.194 -0.102
O 3.883897 1.818219 -0.150368 0.904 0.490 0.391
C -0.376123 -2.505591 0.439459 0.878 -0.410 -0.221
H 4.350445 2.427005 -2.200362 0.449 -0.495 -0.282
H 5.328780 -0.317215 -0.942324 -0.261 -0.250 0.109
O 1.754137 2.352919 0.485204 0.103 0.428 -0.310
C -3.174412 2.405606 1.276295 -0.069 -0.137 0.010
C -1.490592 3.256956 5.789006 -0.012 0.123 -0.010
F -5.841854 0.944743 -5.565423 -0.018 0.011 -0.025
H -2.781042 0.370085 1.829024 0.005 -0.010 -0.024
H -4.686742 -1.366265 -5.610129 0.005 0.033 -0.013
H 2.690248 -0.199057 -3.776245 -0.109 -0.145 0.444
C 2.893068 3.484074 2.734612 -0.443 0.039 -0.441
F -0.036396 -2.774799 1.715137 -0.184 0.069 0.045
H 0.351977 -6.022414 -1.526889 0.014 -0.007 0.003
C 3.904831 1.221134 -4.756977 -1.326 1.159 1.172
O 4.694548 1.620963 2.726969 0.537 -0.099 -0.249
C -4.142486 3.341579 0.944893 0.046 0.193 -0.050
H 4.574386 3.053988 -5.854861 -0.672 0.139 -0.433
C -4.699667 -0.891487 -4.638120 0.005 -0.099 -0.182
C 2.490542 0.004157 0.200228 -0.117 0.483 1.809
Br 3.805913 -2.512674 -2.909354 0.045 0.167 0.054
S 4.015862 -2.908131 0.516041 -0.209 -0.087 0.151
C 2.882508 1.504055 0.623809 -1.191 -1.057 0.076
H -1.765422 6.630267 5.754509 0.015 0.022 -0.015
C -0.674688 -7.696577 1.239971 -0.019 -0.011 0.016
C -4.773578 0.368636 -2.161867 0.053 -0.079 -0.080
C 0.525858 -1.510441 -0.238662 -0.056 0.251 0.032
H 5.947083 0.724401 -2.186819 0.221 0.041 -0.297